Entry 1:
Entry from the Open Molecules 2025 dataset: an isolated molecule of CH5N3 in a non-equilibrium geometry (ωB97M-V/def2-TZVPD).

XYZ file:
```
9
Properties=species:S:1:pos:R:3:forces:R:3
N 0.542 -1.040 -0.112 1.496 -0.537 -0.306
C 0.094 0.256 -0.118 -1.758 -0.312 -0.302
N -0.875 0.407 0.893 0.088 -2.320 -0.191
N 0.240 1.159 -0.994 0.925 1.053 -0.058
H 1.483 -1.167 -0.553 -1.545 -0.370 0.965
H 0.229 -1.561 0.721 1.233 0.247 -0.815
H -1.203 1.351 0.950 -0.905 -0.086 -0.126
H -1.503 -0.472 0.898 0.845 2.776 0.282
H 0.994 1.067 -1.685 -0.379 -0.450 0.552
```
Positions in Å, forces in eV/Å.

Properties
Lowest unoccupied orbital energy = 0.89 eV
Molecular weight = 59.1 g mol⁻¹
Energy relative to the best compared isomer or geometry (same formula, charge and spin) = 18.5 kcal per mole


Entry 2:
Entry from the Open Molecules 2025 dataset: a structure of composition C46H52CoN4OP2S in a non-equilibrium geometry (ωB97M-V/def2-TZVPD).

XYZ file:
```
107
Properties=species:S:1:pos:R:3:forces:R:3
Co 0.182 -0.330 -0.014 -0.310 -0.242 -0.053
O -3.792 2.551 -0.691 -0.459 0.690 0.032
S -2.411 2.016 -0.634 -1.024 -0.545 -0.565
C -1.984 1.611 -2.360 0.018 -0.577 0.505
C -2.935 1.451 -3.364 0.567 0.133 -0.177
C -2.488 0.948 -4.595 -0.294 0.342 0.403
C -1.142 0.710 -4.812 0.342 -0.231 -0.235
C -0.191 0.934 -3.818 -0.221 -0.072 -0.125
C -0.627 1.325 -2.561 0.514 0.494 -0.571
P 0.439 1.714 -1.118 -0.683 0.764 0.289
C 2.173 1.191 -1.339 -0.850 0.325 -0.470
C 2.394 -0.076 -2.036 -0.453 -1.249 0.090
C 3.648 -0.258 -2.796 0.248 -0.028 0.058
C 4.531 0.747 -2.918 0.184 -0.701 -0.135
C 4.308 2.019 -2.271 -0.842 0.154 1.152
C 3.207 2.224 -1.502 1.578 0.406 0.067
C 0.488 3.523 -1.480 -0.082 -0.108 -0.108
C -0.060 4.489 -0.641 0.048 0.226 -0.148
C -0.068 5.822 -1.062 -0.089 -0.054 0.507
C 0.492 6.205 -2.273 -0.226 0.390 0.270
C 1.013 5.242 -3.112 0.298 -0.665 -0.486
C 0.987 3.906 -2.727 0.198 0.191 -0.147
C -2.764 0.288 -0.001 3.142 -1.773 -0.281
C -3.871 -0.461 -0.707 0.316 -0.575 -0.808
C -4.806 -1.125 0.243 -0.377 -0.292 -0.408
C -4.580 -1.124 1.584 -0.111 -0.429 0.825
C -3.422 -0.575 2.192 -1.562 -0.970 0.637
C -2.483 -0.013 1.388 0.838 2.055 0.232
P -0.826 0.431 1.915 -0.160 -0.697 -0.251
C -0.475 -0.482 3.458 -0.656 0.000 0.211
C -0.425 0.091 4.726 0.009 -0.060 0.137
C -0.112 -0.676 5.849 -0.222 0.728 0.239
C 0.120 -2.025 5.722 0.105 -0.155 -0.044
C 0.026 -2.610 4.470 -0.015 -0.640 -0.349
C -0.301 -1.861 3.348 0.314 -0.409 -0.516
C -0.971 2.163 2.435 0.320 -0.102 0.698
C -2.199 2.802 2.418 -0.094 0.463 -0.152
C -2.289 4.140 2.788 -0.811 0.047 0.047
C -1.190 4.845 3.251 -0.259 -0.189 -0.311
C 0.018 4.186 3.306 0.816 -0.166 0.115
C 0.133 2.856 2.930 0.006 0.132 -0.058
H -3.973 1.760 -3.229 0.293 -0.222 0.230
H -3.208 0.780 -5.385 0.033 0.015 -0.081
H -0.799 0.353 -5.778 -0.124 0.056 -0.005
H 0.873 0.817 -4.049 -0.391 -0.027 0.114
H 1.498 -0.538 -2.475 0.521 -0.068 0.066
H 3.811 -1.232 -3.249 0.047 0.208 -0.092
H 5.483 0.605 -3.438 -0.460 -0.027 0.000
H 5.106 2.751 -2.306 -0.235 0.205 -0.183
H 3.076 3.194 -1.002 -0.034 -0.518 -0.248
H -0.510 4.228 0.319 0.173 -0.042 -0.225
H -0.525 6.553 -0.399 0.134 0.004 -0.187
H 0.509 7.255 -2.561 -0.068 -0.220 0.054
H 1.432 5.485 -4.091 -0.131 0.115 0.316
H 1.379 3.150 -3.414 -0.150 0.264 0.223
H -4.424 0.138 -1.459 0.423 -0.271 0.218
H -5.664 -1.659 -0.169 0.151 0.266 0.075
H -5.296 -1.630 2.231 0.018 0.140 -0.108
H -3.283 -0.673 3.265 0.060 -0.043 -0.149
H -0.680 1.132 4.862 0.146 0.129 -0.058
H -0.084 -0.196 6.831 0.001 -0.174 -0.333
H 0.354 -2.629 6.585 0.072 -0.062 0.117
H 0.217 -3.683 4.371 -0.164 0.314 -0.028
H -0.404 -2.363 2.364 0.163 0.389 0.657
H -3.095 2.274 2.100 0.172 0.054 0.008
H -3.269 4.608 2.719 0.213 0.040 0.096
H -1.269 5.874 3.562 -0.059 0.153 -0.025
H 0.912 4.703 3.627 -0.008 0.076 0.185
H 1.086 2.355 3.077 -0.078 0.063 -0.229
C -2.766 -2.286 -2.448 0.340 -0.484 -0.252
C -2.677 -1.303 -1.329 -0.605 1.601 0.257
N -1.653 -0.732 -0.774 -2.704 0.420 -0.732
H -1.741 -2.572 -2.774 -0.645 0.008 0.084
H -3.286 -1.816 -3.325 0.394 -0.330 0.838
H -3.338 -3.194 -2.147 0.326 0.576 -0.238
C 3.033 -1.596 1.212 -0.224 -0.583 -0.126
C 3.308 -0.236 0.544 0.756 -0.577 0.044
C 4.807 -0.308 0.104 0.020 -0.674 -0.270
C 3.183 0.901 1.585 -0.613 0.070 -0.379
N 2.213 -0.098 -0.525 2.503 1.383 0.118
H 3.680 -1.741 2.096 -0.278 0.154 -0.372
H 3.290 -2.423 0.494 -0.271 0.619 0.563
H 1.976 -1.706 1.534 0.552 0.120 -0.179
H 5.417 -0.617 0.988 -0.562 0.311 -0.535
H 5.205 0.643 -0.260 -0.153 -0.217 0.072
H 4.975 -1.098 -0.672 -0.189 0.698 0.625
H 3.821 0.653 2.458 -0.351 0.271 -0.519
H 2.123 0.982 1.911 0.659 -0.118 -0.119
H 3.479 1.884 1.148 -0.070 -0.693 0.374
C -0.553 -5.174 -1.661 0.054 -0.670 -0.150
C -0.217 -4.929 -0.176 0.205 0.189 -0.440
C 1.206 -5.380 0.150 0.282 -0.596 0.361
C -1.239 -5.634 0.724 -0.335 -0.180 0.297
N -0.301 -3.506 0.161 -0.675 0.122 0.562
N 0.430 -2.587 -0.618 0.440 0.198 -0.104
H -0.419 -6.259 -1.892 -0.178 0.784 0.042
H 0.116 -4.611 -2.343 -0.309 -0.301 0.359
H -1.602 -4.887 -1.872 0.531 -0.197 0.072
H 1.249 -6.484 0.079 0.176 0.489 -0.014
H 1.483 -5.091 1.190 -0.247 -0.148 -0.685
H 1.964 -4.963 -0.541 -0.397 -0.176 0.252
H -1.193 -6.741 0.580 -0.037 0.847 0.124
H -2.284 -5.297 0.482 0.901 -0.267 0.238
H -1.029 -5.393 1.797 -0.204 -0.227 -0.842
H -1.283 -3.230 0.136 0.238 0.338 0.075
H 0.196 -2.642 -1.610 0.091 -0.050 0.033
H 1.426 -2.755 -0.507 -0.197 -0.136 0.044
```
Positions in Å, forces in eV/Å.

Properties
Lowest unoccupied orbital energy (spin up / spin down) = -0.30 / -0.30 eV
Molecular weight = 829.9 g mol⁻¹
2S+1 = 4
⟨S²⟩ = 3.78
Energy relative to the best compared isomer or geometry (same formula, charge and spin) = 6.3 kcal per mole


Entry 3:
Entry from the Open Molecules 2025 dataset: a structure of composition C13H10F5MnNO in a non-equilibrium geometry (ωB97M-V/def2-TZVPD).

XYZ file:
```
31
Properties=species:S:1:pos:R:3:forces:R:3
C 1.705 1.681 -0.251 0.437 -0.848 0.660
C 1.532 0.852 -1.419 0.130 -0.617 0.428
C 1.468 -0.524 -0.992 1.325 0.209 0.736
C 1.588 -0.544 0.446 0.892 0.413 -1.504
C 1.745 0.806 0.894 0.598 0.574 -0.948
Mn -0.222 0.589 -0.180 0.020 -2.991 0.936
N 0.391 0.062 3.348 -0.326 0.179 -0.093
C -1.632 1.537 -0.992 -1.628 0.892 -1.975
C -1.203 0.626 -2.079 -0.930 1.267 1.479
H 1.405 -1.406 -1.630 -0.214 0.455 0.201
H 1.503 1.191 -2.455 -0.059 -0.088 0.466
H 1.656 -1.438 1.067 -0.439 0.637 -0.177
H 2.018 1.074 1.906 -0.624 -0.030 -0.019
H 1.865 2.762 -0.245 -0.247 -0.487 0.007
H -0.609 1.017 -2.915 -0.312 -0.252 0.495
H -2.603 1.335 -0.498 0.668 0.033 -0.244
H -0.398 -0.047 4.023 0.297 0.035 -0.287
H -1.855 -0.232 -2.305 0.587 0.270 0.311
H -1.403 2.613 -1.075 -0.142 -0.481 -0.063
F -3.409 -5.598 2.646 -0.108 -0.180 0.021
C -2.843 -4.540 2.038 0.192 0.319 -0.178
C -1.477 -4.297 2.185 -0.550 -0.067 -0.162
F -0.720 -5.151 2.903 -0.215 0.175 -0.163
C -0.906 -3.191 1.592 -0.006 0.341 -0.149
F 0.428 -3.031 1.735 -0.418 -0.013 0.006
C -1.664 -2.215 0.875 -0.225 -0.359 0.463
O -1.173 -1.103 0.484 0.015 0.678 -0.775
C -3.035 -2.572 0.667 0.713 0.045 0.202
F -3.793 -1.776 -0.110 -0.079 0.112 0.068
C -3.616 -3.681 1.254 0.465 -0.282 0.245
F -4.926 -3.947 1.076 0.184 0.061 0.015
```
Positions in Å, forces in eV/Å.

Properties
Lowest unoccupied orbital energy (spin up / spin down) = 2.23 / 2.82 eV
Net charge = -1
Molecular weight = 346.2 g mol⁻¹
2S+1 = 5
⟨S²⟩ = 6.33
Energy relative to the best compared isomer or geometry (same formula, charge and spin) = 38.9 kcal per mole


Entry 4:
Entry from the Open Molecules 2025 dataset: a structure of composition C29H43CoN3O4 (ωB97M-V/def2-TZVPD).

XYZ file:
```
80
Properties=species:S:1:pos:R:3:forces:R:3
Co -2.538 0.478 0.029 -0.166 0.080 -0.063
C 3.880 -1.135 2.111 0.022 -0.003 -0.030
C 2.937 -0.957 3.301 -0.045 0.040 0.011
C 2.888 -2.275 4.091 0.037 -0.027 0.018
C 3.487 0.165 4.199 0.014 -0.020 0.013
C 1.528 -0.584 2.873 -0.054 0.007 0.110
C 1.185 -0.421 1.541 -0.124 -0.032 0.145
C -0.117 -0.056 1.236 -0.037 0.026 -0.064
N -0.674 0.202 0.016 -0.030 0.130 -0.014
C -0.097 0.297 -1.230 -0.073 -0.058 0.070
C 1.233 0.449 -1.559 -0.069 -0.022 -0.124
C 1.580 0.555 -2.905 -0.070 -0.014 -0.085
C 0.564 0.491 -3.904 0.245 -0.014 -0.008
C -0.774 0.376 -3.654 -0.002 0.039 0.096
C -1.123 0.323 -2.265 -0.088 0.039 0.066
O -2.337 0.309 -1.835 0.040 -0.144 -0.198
C -1.761 0.339 -4.828 0.001 -0.006 0.119
C -1.320 -0.772 -5.793 -0.014 -0.014 -0.054
C -3.217 0.061 -4.436 0.006 -0.037 -0.041
C -1.705 1.696 -5.546 0.021 0.041 -0.005
C 3.022 0.731 -3.348 -0.068 -0.030 0.001
C 3.410 -0.464 -4.237 0.025 0.010 -0.029
C 3.994 0.798 -2.170 0.015 -0.009 0.030
C 3.136 2.035 -4.155 0.041 0.029 -0.015
C -1.120 0.073 2.286 -0.102 0.085 -0.101
O -2.323 0.296 1.875 0.051 -0.196 0.218
C -0.770 -0.073 3.664 0.054 0.038 -0.039
C 0.540 -0.389 3.888 0.222 -0.064 -0.019
C -1.719 0.091 4.858 -0.009 0.026 -0.108
C -1.652 -1.181 5.717 -0.031 -0.022 0.052
C -3.187 0.328 4.486 -0.016 -0.047 0.041
C -1.236 1.295 5.681 0.030 0.017 0.012
H 4.871 -1.401 2.480 -0.005 0.001 -0.012
H 3.984 -0.215 1.531 -0.008 -0.003 0.020
H 3.552 -1.937 1.445 -0.003 0.004 0.019
H 3.899 -2.546 4.399 -0.016 -0.003 0.000
H 2.491 -3.088 3.481 0.005 0.020 -0.008
H 2.279 -2.197 4.991 0.000 0.011 -0.009
H 4.513 -0.072 4.486 -0.021 0.002 0.004
H 2.905 0.278 5.114 0.009 0.008 -0.008
H 3.492 1.123 3.677 0.003 -0.017 -0.006
H 1.908 -0.596 0.768 0.055 -0.005 -0.063
H 1.985 0.532 -0.799 0.069 -0.006 0.052
H 0.883 0.549 -4.936 0.019 0.010 0.036
H -1.337 -1.748 -5.304 -0.005 0.011 0.000
H -0.319 -0.610 -6.193 -0.025 0.003 0.002
H -2.009 -0.805 -6.638 0.011 -0.013 0.003
H -3.323 -0.894 -3.918 0.005 0.021 -0.001
H -3.804 0.005 -5.354 -0.001 -0.001 0.013
H -3.643 0.843 -3.812 0.018 0.013 -0.001
H -0.701 1.920 -5.911 -0.018 -0.007 0.006
H -2.017 2.505 -4.883 0.003 -0.015 0.000
H -2.379 1.682 -6.403 0.001 0.000 0.004
H 3.309 -1.409 -3.699 0.000 0.021 0.013
H 4.452 -0.357 -4.542 -0.014 -0.010 -0.010
H 2.804 -0.520 -5.141 0.010 0.005 0.019
H 3.992 -0.124 -1.584 -0.020 0.008 -0.018
H 3.776 1.638 -1.507 0.009 0.001 -0.021
H 5.005 0.935 -2.552 -0.006 0.009 0.011
H 2.522 2.018 -5.056 -0.007 -0.004 0.006
H 4.173 2.176 -4.464 -0.016 0.003 -0.003
H 2.839 2.897 -3.556 0.005 -0.013 0.002
H 0.857 -0.521 4.913 0.025 0.007 -0.029
H -1.963 -2.057 5.145 -0.002 0.009 0.003
H -2.327 -1.075 6.567 0.007 -0.011 -0.006
H -0.654 -1.370 6.114 -0.018 0.016 -0.014
H -3.608 -0.503 3.919 0.015 0.020 0.012
H -3.335 1.241 3.913 0.024 0.005 0.005
H -3.755 0.418 5.414 -0.006 0.006 -0.016
H -0.213 1.160 6.039 -0.019 0.001 -0.007
H -1.881 1.426 6.551 0.003 -0.007 -0.006
H -1.272 2.213 5.092 -0.003 -0.011 0.002
N -3.761 -1.342 0.023 0.090 0.030 -0.028
N -5.058 -0.824 0.057 -0.136 -0.137 0.052
C -5.274 0.542 0.045 0.313 0.172 -0.089
O -6.376 1.010 0.042 -0.078 0.016 0.037
O -4.146 1.258 0.023 -0.128 -0.062 0.028
H -3.602 -1.872 -0.830 -0.025 0.009 0.028
H -3.591 -1.935 0.830 0.013 0.032 -0.018
H -5.858 -1.436 0.033 0.042 0.003 -0.009
```
Positions in Å, forces in eV/Å.

Properties
Lowest unoccupied orbital energy (spin up / spin down) = -4.59 / -6.05 eV
Net charge = +1
Molecular weight = 556.6 g mol⁻¹
2S+1 = 5
⟨S²⟩ = 6.06
Energy relative to the best compared isomer or geometry (same formula, charge and spin) = 0.0 kcal per mole


Entry 5:
Entry from the Open Molecules 2025 dataset: a structure of composition C3H3BiO2 in a non-equilibrium geometry (ωB97M-V/def2-TZVPD).

XYZ file:
```
9
Properties=species:S:1:pos:R:3:forces:R:3
C -1.362 -0.845 -0.042 0.950 0.581 -0.775
C -0.107 -0.075 -0.089 7.056 -4.225 1.268
H -1.252 -1.912 0.208 0.071 0.423 -0.166
H -2.181 -0.329 0.485 0.230 -0.241 -0.227
H -1.512 -0.698 -1.149 -0.761 -0.626 0.143
O 1.313 -0.681 -0.067 -8.436 3.232 -0.284
C 2.811 0.722 0.170 1.877 -1.594 -0.100
Bi 0.037 2.097 0.159 0.465 0.598 0.109
O 2.253 1.722 0.324 -1.452 1.852 0.032
```
Positions in Å, forces in eV/Å.

Properties
Lowest unoccupied orbital energy (spin up / spin down) = -14.15 / -14.15 eV
Net charge = +2
Molecular weight = 280.0 g mol⁻¹
Energy relative to the best compared isomer or geometry (same formula, charge and spin) = 68.3 kcal per mole


Entry 6:
Entry from the Open Molecules 2025 dataset: a cluster of 2 separate species, C2H4N2S2 in total in a non-equilibrium geometry (ωB97M-V/def2-TZVPD).

XYZ file:
```
10
Properties=species:S:1:pos:R:3:forces:R:3
C -0.439 -0.095 -0.311 2.904 -0.561 -3.644
C -0.213 1.014 -1.014 -0.642 -0.660 1.740
N 2.007 0.039 3.543 0.701 1.743 -2.963
N 2.066 0.944 2.791 -0.726 -1.777 2.967
S 1.821 2.442 2.398 0.093 0.563 -0.570
S 2.235 -1.457 3.959 -0.080 -0.518 0.542
H -0.059 -1.100 -0.507 0.752 0.512 0.082
H -1.258 -0.128 0.228 -3.900 0.018 3.060
H -0.894 1.810 -0.740 0.343 0.498 -0.443
H 0.608 1.159 -1.662 0.556 0.181 -0.770
```
Positions in Å, forces in eV/Å.

Properties
Lowest unoccupied orbital energy = -1.33 eV
Molecular weight = 120.2 g mol⁻¹
Energy relative to the best compared isomer or geometry (same formula, charge and spin) = 111.6 kcal per mole


Which formula does entry 4 have?
C29H43CoN3O4


Look up the molecular weight of the fifth one.
280.0 g mol⁻¹


What is the energy relative to the best compared isomer or geometry (same formula, charge and spin) in the first record?
18.5 kcal per mole


Repeat the sixth record exactly.
Entry from the Open Molecules 2025 dataset: a cluster of 2 separate species, C2H4N2S2 in total in a non-equilibrium geometry (ωB97M-V/def2-TZVPD).

XYZ file:
```
10
Properties=species:S:1:pos:R:3:forces:R:3
C -0.439 -0.095 -0.311 2.904 -0.561 -3.644
C -0.213 1.014 -1.014 -0.642 -0.660 1.740
N 2.007 0.039 3.543 0.701 1.743 -2.963
N 2.066 0.944 2.791 -0.726 -1.777 2.967
S 1.821 2.442 2.398 0.093 0.563 -0.570
S 2.235 -1.457 3.959 -0.080 -0.518 0.542
H -0.059 -1.100 -0.507 0.752 0.512 0.082
H -1.258 -0.128 0.228 -3.900 0.018 3.060
H -0.894 1.810 -0.740 0.343 0.498 -0.443
H 0.608 1.159 -1.662 0.556 0.181 -0.770
```
Positions in Å, forces in eV/Å.

Properties
Lowest unoccupied orbital energy = -1.33 eV
Molecular weight = 120.2 g mol⁻¹
Energy relative to the best compared isomer or geometry (same formula, charge and spin) = 111.6 kcal per mole